No. 1
A structure of composition C21H20BrClN6O5Os. Source: the Open Molecules 2025 dataset; level of theory: the ωB97M-V functional and the def2-TZVPD basis.

The geometry in ORCA input format:
```
! RIJCOSX wB97M-V def2-TZVPD def2/J DEFGRID3
* xyz 2 5
Os 8.7263 11.2153 11.8205
Br 13.6491 11.3752 17.4961
C 12.2712 11.2125 16.2477
C 11.0148 10.7876 16.7457
C 9.9378 10.5796 15.8986
C 9.9645 10.9336 14.5513
O 8.9209 10.6542 13.6998
C 11.2576 11.3089 13.9843
C 11.4590 11.7360 12.6423
N 10.7526 11.2645 11.6111
C 11.2514 11.0728 10.2614
C 12.5242 10.7313 9.9264
C 12.7946 10.7400 8.5410
C 11.8900 10.9475 7.5682
C 10.5491 11.1827 7.9076
C 9.5158 11.3459 6.9616
C 8.2012 11.4809 7.4352
C 7.9754 11.5855 8.8201
N 8.9351 11.5555 9.7481
C 10.2453 11.2525 9.2832
C 12.3983 11.4501 14.8331
H 10.9272 10.8057 17.8111
H 9.0127 10.1754 16.3034
H 12.4743 12.1792 12.4474
H 13.3446 10.4441 10.5638
H 13.8369 10.6869 8.2511
H 12.1336 10.8778 6.5328
H 9.8102 11.3824 5.9261
H 7.3868 11.4525 6.7029
H 6.9833 11.7553 9.2340
H 13.3785 11.6025 14.3797
O 4.3732 14.3172 11.1751
Cl 4.8370 13.9694 12.5990
O 4.5118 14.9230 13.7183
O 8.1121 9.5536 11.4871
O 8.1124 12.8615 11.9727
C 6.3146 7.4469 12.7001
C 6.4258 6.1216 11.9523
C 6.3156 6.3656 10.4066
C 7.5414 5.0776 12.2892
N 8.9147 5.3803 11.8246
C 10.0673 5.3434 12.5363
N 11.0418 5.9780 11.8298
N 10.4894 6.1894 10.6240
N 9.1366 5.8973 10.6083
H 5.2543 7.6595 12.9305
H 6.7953 8.2849 12.1314
H 6.8586 7.3878 13.6618
H 5.5185 5.6001 12.2719
H 7.2660 6.8125 10.1235
H 5.5101 7.0933 10.0997
H 6.1332 5.4163 9.9562
H 7.2064 4.0615 12.0115
H 7.5971 5.0100 13.4287
H 10.1390 4.9826 13.5416
*
```

Values from the calculation:
Energy above the lowest of the compared OMol25 structures with the same formula, charge and spin, kJ/mol: 0.0
HOMO level (spin up / spin down), eV: -14.122 / -14.340
⟨S²⟩: 6.044

Population analysis type natural (NBO), resulting atomic charges in e: Os 1.711; Br 0.383; C -0.033; C -0.156; C -0.191; C 0.472; O -0.572; C -0.191; C 0.227; N -0.435; C 0.057; C -0.143; C -0.185; C -0.107; C -0.107; C -0.036; C -0.242; C 0.137; N -0.472; C 0.243; C -0.084; H 0.272; H 0.281; H 0.246; H 0.256; H 0.252; H 0.249; H 0.255; H 0.275; H 0.243; H 0.261; O -0.642; Cl 1.272; O -0.623; O -0.412; O -0.471; C -0.621; C -0.224; C -0.614; C -0.220; N -0.174; C 0.131; N -0.283; N -0.094; N -0.085; H 0.231; H 0.214; H 0.195; H 0.220; H 0.226; H 0.210; H 0.219; H 0.239; H 0.217; H 0.222



No. 2
The molecule C21H20BrN5O2. Source: the Open Molecules 2025 dataset; level of theory: the ωB97M-V functional and the def2-TZVPD basis.

The geometry in ORCA input format:
```
! RIJCOSX wB97M-V def2-TZVPD def2/J DEFGRID3
* xyz 0 1
C 3.8067 2.2617 -1.7398
C 2.6507 1.7075 -0.9836
C 1.3183 1.9130 -1.1670
C 0.6220 1.1950 -0.1528
C 1.5792 0.5798 0.6373
N 2.8081 0.8935 0.1246
C 4.0398 0.4746 0.6503
C 4.9436 -0.2046 -0.1607
C 6.1567 -0.6033 0.3687
C 6.4892 -0.3524 1.6892
C 5.5798 0.3174 2.4900
C 4.3641 0.7343 1.9794
H 3.6658 1.2724 2.6008
H 5.8278 0.5209 3.5203
H 7.4404 -0.6748 2.0823
Br 7.3940 -1.5272 -0.7502
H 4.6921 -0.4272 -1.1854
C 1.3991 -0.3212 1.8069
H 0.4882 -0.9029 1.6880
H 2.2407 -1.0050 1.9045
H 1.3099 0.2473 2.7340
C -0.7952 1.1141 0.0267
N -1.5763 1.7332 -0.7753
N -2.9235 1.6709 -0.6393
C -3.7160 1.0118 0.2237
O -3.3904 0.2767 1.1443
C -5.1917 1.2858 -0.0899
O -5.5325 1.9846 -1.0302
N -6.0039 0.6844 0.7828
H -5.5564 0.1026 1.4811
C -7.4448 0.7127 0.6991
C -7.9929 -0.5977 0.1892
N -8.8201 -1.2475 0.9942
C -9.3157 -2.4042 0.5894
C -9.0067 -2.9793 -0.6331
C -8.1367 -2.3012 -1.4740
C -7.6196 -1.0864 -1.0592
H -6.9460 -0.5193 -1.6829
H -7.8693 -2.7114 -2.4371
H -9.4334 -3.9279 -0.9189
H -9.9890 -2.8888 1.2842
H -7.7021 1.5199 0.0059
H -7.8720 0.9172 1.6833
H -3.4232 2.2220 -1.3361
H -1.1522 0.5140 0.8609
H 0.8548 2.5055 -1.9278
H 4.6307 2.5074 -1.0712
H 4.1727 1.5577 -2.4880
H 3.4933 3.1640 -2.2582
*
```

Values from the calculation:
SMILES: Cc1cc(/C=N/NC(=O)C(=O)NCc2ccccn2)c(C)n1-c1cccc(Br)c1
Energy above the lowest of the compared OMol25 structures with the same formula, charge and spin, kJ/mol: 34.5
HOMO level, eV: -7.813

Population analysis type natural (NBO), resulting atomic charges in e: C -0.644; C 0.146; C -0.252; C -0.176; C 0.206; N -0.382; C 0.243; C -0.281; C -0.049; C -0.247; C -0.185; C -0.245; H 0.228; H 0.224; H 0.232; Br 0.059; H 0.239; C -0.657; H 0.235; H 0.229; H 0.222; C 0.072; N -0.267; N -0.408; C 0.548; O -0.625; C 0.582; O -0.636; N -0.574; H 0.429; C -0.264; C 0.194; N -0.428; C 0.041; C -0.261; C -0.163; C -0.246; H 0.228; H 0.218; H 0.220; H 0.193; H 0.239; H 0.226; H 0.426; H 0.204; H 0.232; H 0.222; H 0.216; H 0.234



No. 3
The molecule C21H20ClN5O. Source: the Open Molecules 2025 dataset; level of theory: the ωB97M-V functional and the def2-TZVPD basis.

The geometry in ORCA input format:
```
! RIJCOSX wB97M-V def2-TZVPD def2/J DEFGRID3
* xyz 0 1
C 2.7593 5.2573 -3.0646
C 1.5954 5.0110 -3.6441
C 1.4237 4.0524 -4.7826
N 0.4612 3.0112 -4.4649
C 0.4088 2.2543 -3.3497
C -0.6283 1.3629 -3.5188
C -1.0803 0.3497 -2.5774
N -2.1032 -0.4497 -2.8615
N -2.2497 -1.2549 -1.7856
C -1.3385 -0.9728 -0.8388
C -0.5684 0.0456 -1.2951
C 0.4705 0.4120 -0.2924
N 0.1661 -0.5399 0.8052
C 1.0622 -0.5846 1.8256
O 2.0402 0.1507 1.7977
C 0.8873 -1.5178 3.0049
C -0.3680 -2.2914 3.2495
C -0.4301 -3.6664 3.0395
C -1.5892 -4.3870 3.2805
C -2.7208 -3.7366 3.7504
C -2.6874 -2.3693 3.9747
C -1.5200 -1.6660 3.7240
Cl -1.5254 0.0554 3.9652
C 2.1981 -2.1539 3.4369
C 1.6220 -1.0444 4.2419
C -0.9728 -1.4404 0.5263
C -1.1421 1.6718 -4.7959
N -0.4767 2.6653 -5.3593
H 2.8502 5.9692 -2.2553
H 3.6648 4.7562 -3.3877
H 0.6940 5.5117 -3.3044
H 1.0244 4.5547 -5.6630
H 2.3832 3.6048 -5.0517
H 1.0943 2.4107 -2.5327
H -2.9785 -1.9441 -1.7907
H 1.4956 0.2626 -0.6369
H 0.3985 1.4383 0.0753
H 0.4525 -4.1726 2.6687
H -1.6078 -5.4543 3.1040
H -3.6298 -4.2896 3.9464
H -3.5578 -1.8417 4.3395
H 2.1493 -3.1565 3.8380
H 3.0571 -1.9258 2.8233
H 2.0901 -0.0746 4.1691
H 1.1541 -1.2909 5.1853
H -1.7869 -1.3003 1.2389
H -0.6727 -2.4896 0.5505
H -1.9684 1.2075 -5.3079
*
```

Values from the calculation:
SMILES: C=CCn1cc(-c2n[nH]c3c2CN(C(=O)C2(c4ccccc4Cl)CC2)C3)cn1
Energy above the lowest of the compared OMol25 structures with the same formula, charge and spin, kJ/mol: 168.2
HOMO level, eV: -8.286

Population analysis type natural (NBO), resulting atomic charges in e: C -0.376; C -0.192; C -0.251; N -0.161; C -0.032; C -0.196; C 0.208; N -0.277; N -0.347; C 0.188; C -0.184; C -0.209; N -0.418; C 0.710; O -0.647; C -0.205; C -0.060; C -0.143; C -0.233; C -0.200; C -0.233; C -0.021; Cl 0.011; C -0.388; C -0.375; C -0.243; C -0.030; N -0.260; H 0.206; H 0.193; H 0.208; H 0.239; H 0.202; H 0.225; H 0.409; H 0.217; H 0.212; H 0.213; H 0.219; H 0.221; H 0.232; H 0.215; H 0.240; H 0.249; H 0.219; H 0.215; H 0.212; H 0.218



No. 4
A structure of composition C21H20F16N4O2S2. Source: the Open Molecules 2025 dataset; level of theory: the ωB97M-V functional and the def2-TZVPD basis.

The geometry in ORCA input format:
```
! RIJCOSX wB97M-V def2-TZVPD def2/J DEFGRID3
* xyz 0 1
C -1.1416 6.9485 -1.6517
C -2.0779 5.7148 -1.9756
C -1.1891 4.4336 -2.3553
C -2.0424 3.1306 -2.5724
C -0.0780 4.3089 -1.2613
C 1.3319 4.1707 -1.6593
N 1.5973 4.1152 -3.0910
C 2.5278 4.8826 -3.3839
S 3.6719 5.7871 -4.0422
C 2.3831 4.0971 -0.5775
C 1.9888 4.1265 0.8128
N 3.0282 4.0280 1.8340
C 0.5735 4.2411 1.2960
N 0.1595 4.2865 2.6052
S -1.5173 4.4357 2.4552
N -1.6903 4.4212 0.7941
C -0.4591 4.3305 0.1817
H -1.7543 7.8897 -1.6864
H -0.3052 6.9506 -2.4129
H -0.6553 6.9047 -0.6430
H -2.6776 5.9592 -2.9037
H -2.8146 5.4690 -1.1689
H -0.7294 4.6925 -3.3555
H -1.5167 2.3619 -3.2098
H -2.9601 3.4274 -3.1699
H -2.4181 2.6507 -1.6304
H 3.4697 3.9972 -0.8460
H 3.6715 3.3124 1.4680
H 2.5527 3.5879 2.6346
C -1.6314 -3.2638 -2.4663
C -2.6692 -2.5020 -3.3139
C -2.1484 -1.2875 -4.0823
F -1.6650 -0.3371 -3.2591
F -3.1541 -0.7151 -4.7891
F -3.7199 -2.1681 -2.5309
F -3.1527 -3.3886 -4.2326
O -1.5927 -2.9657 -1.0700
C -0.8283 -1.8687 -0.6610
C -1.6735 -0.7667 -0.0152
F -2.6105 -0.3052 -0.8688
F -0.8971 0.2877 0.3293
F -0.0827 -1.4239 -1.6885
F 0.0503 -2.3481 0.2561
H -1.9304 -4.3136 -2.5021
H -0.6360 -3.2455 -2.9141
H -1.3640 -1.5725 -4.7884
H -2.1809 -1.1376 0.8781
C 2.7850 -5.2376 4.6631
C 1.4691 -5.6344 5.3618
C 0.9576 -7.0490 5.0853
F 0.6798 -7.2462 3.7817
F -0.1957 -7.2667 5.7649
F 0.5227 -4.7113 5.0778
F 1.6950 -5.5395 6.7052
O 2.6768 -4.4726 3.4632
C 2.4830 -5.1676 2.2642
C 1.1427 -4.8326 1.6055
F 0.1065 -5.1340 2.4179
F 0.9708 -5.5507 0.4691
F 2.6517 -6.4891 2.4647
F 3.4863 -4.7839 1.4415
H 3.2985 -4.5671 5.3555
H 3.4634 -6.0849 4.5454
H 1.6839 -7.8003 5.4066
H 1.0806 -3.7723 1.3607
*
```

Values from the calculation:
HOMO level, eV: -8.032

Population analysis type natural (NBO), resulting atomic charges in e: C -0.621; C -0.401; C -0.244; C -0.615; C -0.082; C 0.165; N -0.480; C 0.262; S 0.079; C -0.308; C 0.188; N -0.787; C 0.058; N -0.579; S 0.863; N -0.621; C 0.212; H 0.216; H 0.204; H 0.208; H 0.202; H 0.225; H 0.224; H 0.220; H 0.210; H 0.220; H 0.234; H 0.368; H 0.379; C -0.141; C 0.595; C 0.518; F -0.320; F -0.322; F -0.309; F -0.325; O -0.504; C 0.850; C 0.502; F -0.313; F -0.320; F -0.314; F -0.335; H 0.234; H 0.210; H 0.143; H 0.157; C -0.140; C 0.595; C 0.518; F -0.319; F -0.323; F -0.310; F -0.327; O -0.506; C 0.846; C 0.492; F -0.318; F -0.324; F -0.319; F -0.320; H 0.230; H 0.209; H 0.142; H 0.169



Results for F_max: 0.09995, 0.01793, 0.00279, 0.09307 (in Eh/bohr, following the order of the records).